Density functional theory data (ωB97M-V with the def2-TZVPD basis set) for C21H45OOsP3S as an isolated structure at a distorted geometry.

```
! wB97M-V def2-TZVPD RIJCOSX def2/J DEFGRID3
* xyz 4 5
Os -0.5337 0.2455 0.4728
P -2.0963 1.8798 0.7698
P -1.0474 -1.3101 2.0256
P -1.4509 -0.7455 -1.3038
H 2.1429 0.1649 0.7722
C 1.4917 0.1464 -0.1069
C 0.9251 1.4226 -0.5311
H 1.1914 2.3128 0.0446
C -1.6070 3.2494 1.8665
C -3.7205 1.4164 1.4600
C -2.5177 2.7594 -0.7774
C 0.2787 -2.5462 2.1467
C -1.1919 -0.6925 3.7245
C -2.6084 -2.2579 1.8819
C -0.9976 0.1344 -2.8416
C -3.2788 -0.8935 -1.3947
C -0.9660 -2.5140 -1.3473
H 1.7514 -0.6015 -0.8630
H 0.7511 1.6017 -1.5955
H -0.5833 3.5697 1.6425
H -1.6508 2.9304 2.9146
H -2.2860 4.1007 1.7181
H -3.6094 1.0010 2.4674
H -4.2218 0.6805 0.8255
H -4.3496 2.3137 1.5185
H -1.6066 3.1826 -1.2165
H -3.2115 3.5762 -0.5357
H -2.9911 2.0918 -1.5058
H -0.0254 -3.3420 2.8427
H 1.1872 -2.0603 2.5285
H 0.4937 -2.9840 1.1650
H -1.6276 -1.4734 4.3596
H -1.8340 0.1967 3.7525
H -0.1984 -0.4238 4.0944
H -2.7037 -2.8876 2.7777
H -2.6275 -2.9044 1.0002
H -3.4682 -1.5761 1.8463
H -1.5228 -0.3071 -3.6969
H 0.0824 0.0668 -3.0254
H -1.2850 1.1900 -2.7561
H -3.5358 -1.4804 -2.2865
H -3.7486 0.0927 -1.4731
H -3.6494 -1.4231 -0.5077
H -1.2703 -2.9621 -2.3010
H -1.4637 -3.0563 -0.5319
H 0.1214 -2.6152 -1.2396
C 2.4496 -2.5175 -4.8057
C 2.9186 -3.8364 -4.9385
C 4.0770 -4.0779 -5.6798
C 4.7256 -3.0147 -6.3217
C 4.1865 -1.7217 -6.2834
C 3.0318 -1.4720 -5.5422
S 1.1721 -2.1861 -3.6725
H 1.8986 -1.6150 -2.6167
H 2.3919 -4.6264 -4.4021
H 4.4753 -5.0940 -5.7337
H 5.6604 -3.2068 -6.8561
H 4.6877 -0.9174 -6.8152
H 2.5929 -0.4764 -5.4766
C 1.3086 3.2723 4.7827
C 2.4992 3.3452 3.8186
C 2.0424 2.5043 2.6060
O 0.9488 1.6639 3.0041
C 0.6278 1.9641 4.3919
H 1.5624 3.2517 5.8409
H 0.6066 4.0954 4.6185
H 3.3690 2.8517 4.2558
H 2.7946 4.3591 3.5329
H 1.6899 3.1707 1.8016
H 2.8261 1.8608 2.1771
H 0.9928 1.1506 5.0430
H -0.4667 2.0035 4.4904
*
```

The value obtained for the LUMO energy (alpha / beta) is -0.48367 / -0.55993 Ha. The calculation puts the calculated total energy at -65679.5046 eV. As for the max |F|: 4.0 eV Å⁻¹. As for the frontier orbital gap (alpha / beta): 0.2471 / 0.1697 Eh. For the HOMO energy (alpha / beta), the calculation gives -19.887 / -19.855 eV. As for the expectation value of S²: 6.030. Its energy relative to the best compared isomer or geometry (same formula, charge and spin) is 0.0 kcal per mole.